1.
C5H8O in the gas phase, computed with wB97M-V/def2-TZVPD.

## Properties
Energy above the lowest of the compared OMol25 structures with the same formula, charge and spin ... 4.069 eV
LUMO ... 0.68 eV
Electronic energy ... -270.4084 a.u.
Highest occupied orbital energy ... -9.0 eV
Maximum force ... 2.39 eV/Å
Total charge ... 0
Kohn-Sham gap ... 9.633 eV

Positions of all 14 atoms, in Å:
C 1.3655 0.2349 -0.6733
C 0.4832 0.1707 1.2161
C -0.8582 0.8116 1.0668
O -1.5014 0.4607 -0.1562
C -0.9375 -0.7850 -0.5258
C 0.4900 -0.7441 0.0330
H 1.1213 0.3407 -1.7121
H 2.4328 0.2045 -0.5710
H 1.1956 1.2484 -0.2478
H -0.9034 1.8953 1.1928
H -1.3880 0.3594 1.9314
H -0.9993 -0.8730 -1.6143
H -1.4942 -1.6209 -0.0748
H 0.9935 -1.7031 0.1351

natural (NBO) population analysis, charges in e, atoms 1 to 6:
1. C -0.596
2. C 0.113
3. C -0.258
4. O -0.530
5. C -0.080
6. C -0.408

2.
10 unconnected molecules or ions with the total composition C48H126N10O14, computed with wB97M-V/def2-TZVPD.

## Properties
Energy above the lowest of the compared OMol25 structures with the same formula, charge and spin ... 2.668 eV
LUMO ... 0.53 eV
Electronic energy ... -3505.0159 a.u.
Highest occupied orbital energy ... -8.5 eV
Maximum force ... 2.25 eV/Å
Total charge ... 0
Kohn-Sham gap ... 9.064 eV

Positions of all 198 atoms, in Å:
C -2.5671 0.7997 0.8726
O -1.1967 0.8590 1.2572
C -0.3099 0.3858 0.2516
C -0.5847 -1.0078 -0.2963
C -0.2092 -2.0818 0.7333
N 0.2322 -1.2045 -1.5154
H -3.1166 1.5995 1.3642
H -2.9926 -0.1888 1.0547
H -2.5824 1.0196 -0.1997
H -0.2819 1.1297 -0.5533
H 0.7038 0.3948 0.6681
H -1.6423 -1.1189 -0.5512
H -0.7302 -1.7957 1.6608
H 0.8554 -2.0790 0.9533
H -0.6118 -3.0736 0.5342
H 1.0959 -1.7014 -1.2666
H -0.2025 -1.9984 -1.9901
C -6.3378 -0.7458 2.6359
O -5.7226 -1.7018 1.8259
C -5.7031 -1.3720 0.4560
C -4.9711 -2.4664 -0.3132
C -4.8920 -2.1186 -1.8189
N -5.8113 -3.6721 -0.2134
H -7.3889 -0.5946 2.3709
H -5.7999 0.2124 2.6074
H -6.2977 -1.0248 3.6895
H -6.7347 -1.2808 0.0977
H -5.1333 -0.4364 0.3691
H -3.9438 -2.5839 0.0458
H -4.4581 -1.1457 -2.0478
H -5.9147 -2.1464 -2.1991
H -4.3677 -2.9376 -2.3126
H -6.0314 -3.7452 0.7806
H -5.2934 -4.5263 -0.3974
C -2.1116 4.3237 -1.2321
O -3.2728 3.5257 -1.1509
C -4.3662 4.1256 -0.5133
C -5.3780 3.1063 -0.0240
C -6.0148 2.1563 -1.0269
N -6.5005 3.7880 0.6570
H -2.3179 5.2443 -1.7954
H -1.3157 3.8097 -1.7548
H -1.8651 4.6819 -0.2273
H -4.0443 4.7231 0.3505
H -4.8647 4.7785 -1.2492
H -4.9695 2.5662 0.8404
H -6.6959 1.4810 -0.5126
H -5.2402 1.6184 -1.5752
H -6.6421 2.6669 -1.7635
H -6.2338 4.5755 1.2450
H -7.0242 4.2545 -0.0878
C -0.7245 2.8730 6.7021
O -0.0309 1.7332 6.2858
C -0.8691 0.6004 6.1830
C -1.4072 0.3772 4.7837
C -2.5997 -0.5892 4.8223
N -0.3230 -0.2908 3.9881
H -1.6467 3.0654 6.1434
H -0.1191 3.7680 6.5145
H -0.8870 2.9140 7.7851
H -0.3782 -0.3174 6.5217
H -1.6777 0.6516 6.9259
H -1.6123 1.3119 4.2500
H -3.3465 -0.0666 5.4349
H -2.3234 -1.4821 5.3823
H -3.0727 -0.8382 3.8754
H -0.5958 -0.0882 3.0276
H 0.5036 0.2904 4.1332
C 3.0194 -5.4388 1.2313
O 4.0091 -4.9769 0.3316
C 5.1314 -5.8371 0.1820
C 6.1155 -5.1790 -0.7822
C 7.3109 -6.1187 -1.0553
N 6.7320 -3.9911 -0.1921
H 3.4427 -5.6870 2.2100
H 2.4894 -6.3252 0.8650
H 2.3681 -4.5662 1.2958
H 5.6615 -5.9199 1.1385
H 4.7390 -6.8030 -0.1557
H 5.6102 -4.9589 -1.7235
H 7.9135 -5.7907 -1.8932
H 6.8527 -7.0977 -1.2669
H 7.8881 -6.3766 -0.1663
H 6.0810 -3.2199 -0.0619
H 7.1336 -4.2048 0.7120
C -0.0109 3.7035 2.3268
O 1.2548 4.0189 2.8272
C 1.9640 2.9674 3.4269
C 3.4690 3.2140 3.3848
C 3.9268 3.4652 1.9402
N 4.1455 2.0174 3.8508
H 0.1612 3.0396 1.4652
H -0.4510 4.5675 1.8254
H -0.7169 3.2302 3.0137
H 1.6095 2.8374 4.4597
H 1.7044 2.0177 2.9320
H 3.6676 4.0249 4.0956
H 3.2084 4.0977 1.4186
H 3.9861 2.5250 1.3883
H 4.9373 3.8746 1.8875
H 3.7222 1.5265 4.6220
H 5.1411 2.1443 3.9202
C -2.3177 6.8701 7.4307
O -2.9288 7.0395 6.1675
C -2.1318 6.6020 5.0817
C -3.0214 6.5118 3.8444
N -4.0096 5.4498 3.9028
C -3.5261 4.0975 3.7138
C -4.5747 3.0340 3.9459
O -4.7194 2.8518 5.3447
C -5.7024 1.9168 5.6993
H -3.1200 7.0367 8.1497
H -1.4703 7.5491 7.5412
H -2.0275 5.8245 7.5933
H -1.6172 5.6662 5.3161
H -1.3783 7.3645 4.8448
H -2.3634 6.4801 2.9696
H -3.5435 7.4531 3.6573
H -4.4751 5.5185 4.8010
H -2.6945 3.9338 4.4162
H -3.1355 3.9429 2.7032
H -4.1387 2.1275 3.5055
H -5.5498 3.3055 3.5317
H -5.7618 1.1351 4.9342
H -6.7023 2.3589 5.7850
H -5.5353 1.4323 6.6608
C 5.7356 -0.8051 1.4370
O 5.1006 -1.4299 0.3546
C 3.9461 -0.7441 -0.1118
C 3.4928 -1.4146 -1.3899
N 2.7588 -2.6642 -1.2442
C 2.4285 -3.2688 -2.5539
C 1.3214 -4.3294 -2.4397
O 0.0154 -3.8182 -2.2388
C -0.9465 -4.8485 -2.1155
H 6.2224 -1.5285 2.0958
H 5.0462 -0.2642 2.0940
H 6.5009 -0.1046 1.0840
H 4.1516 0.3143 -0.2986
H 3.1900 -0.8394 0.6790
H 4.4279 -1.5790 -1.9451
H 2.9174 -0.6972 -1.9744
H 3.4039 -3.3322 -0.8304
H 3.2944 -3.8518 -2.8840
H 2.1248 -2.5313 -3.2929
H 1.5966 -4.9689 -1.5892
H 1.3325 -4.9679 -3.3322
H -1.0779 -5.3589 -3.0724
H -1.8648 -4.3709 -1.7772
H -0.6808 -5.5922 -1.3573
C 6.1142 0.4606 -3.6639
O 4.7226 0.3452 -3.8496
C 4.4025 0.1319 -5.2246
C 2.8757 0.1147 -5.3191
N 2.3524 1.4821 -5.1501
C 1.0050 1.4356 -4.5095
C 0.8708 2.7478 -3.7297
O 2.0219 3.0742 -2.9609
C 2.1993 2.3707 -1.7625
H 6.4579 1.4711 -3.9114
H 6.6936 -0.2524 -4.2572
H 6.3541 0.3087 -2.6110
H 4.7753 -0.8749 -5.4461
H 4.8466 0.8808 -5.8844
H 2.5540 -0.5531 -4.5106
H 2.5329 -0.2343 -6.2960
H 2.9255 1.8134 -4.3722
H 0.9386 0.5741 -3.8398
H 0.2731 1.4187 -5.3168
H 0.0563 2.6733 -3.0010
H 0.6993 3.5999 -4.3830
H 1.5364 2.6940 -0.9507
H 3.1844 2.5825 -1.3366
H 2.1784 1.2977 -1.9685
C -2.5746 -1.8318 -4.3896
O -1.5883 -2.3214 -5.2630
C -0.3149 -1.7428 -5.0712
C 0.7480 -2.7243 -5.5654
N 0.8097 -2.7507 -7.0111
C 1.7884 -3.7071 -7.5895
C 3.2162 -3.4340 -7.1084
O 3.4555 -3.8854 -5.7864
C 3.7249 -5.2812 -5.7529
H -2.4800 -2.2720 -3.3935
H -3.5684 -2.0526 -4.7799
H -2.5545 -0.7381 -4.3234
H -0.0798 -1.6073 -4.0088
H -0.3243 -0.8162 -5.6531
H 0.4200 -3.7000 -5.1643
H 1.7199 -2.5089 -5.1368
H -0.0789 -3.0980 -7.3587
H 1.6165 -3.5540 -8.6574
H 1.4529 -4.7336 -7.3821
H 3.3218 -2.3484 -7.0445
H 3.9832 -3.7818 -7.8067
H 3.6005 -5.6695 -4.7452
H 4.7514 -5.4342 -6.1024
H 3.0836 -5.8458 -6.4341

Mulliken population analysis, charges in e, atoms 1 to 6:
1. C 0.158
2. O 1.449
3. C -1.795
4. C 1.629
5. C -1.068
6. N 1.009

3.
5 unconnected molecules or ions with the total composition C22H49N6O5, computed with wB97M-V/def2-TZVPD.

## Properties
Energy above the lowest of the compared OMol25 structures with the same formula, charge and spin ... 0.000 eV
LUMO ... -2.11 eV
Electronic energy ... -1572.2716 a.u.
Highest occupied orbital energy ... -10.9 eV
Maximum force ... 1.43 eV/Å
Total charge ... +1
Kohn-Sham gap ... 8.749 eV

Positions of all 82 atoms, in Å:
C -0.2862 -0.4068 2.5096
C 1.0677 0.2767 2.4806
O 1.7898 0.2701 3.4599
N 1.4139 0.9125 1.2959
C 1.9618 2.2670 1.4078
C 0.9439 3.3586 1.7572
C 0.2907 3.9955 0.5215
C -0.9493 3.2904 -0.0231
C -1.9327 2.8626 1.0481
C -2.5006 3.9060 2.0294
C -3.9343 3.3952 2.3475
C -3.9592 1.9877 1.7568
N -3.1270 2.1159 0.5424
H -0.2443 -1.2947 3.1280
H -0.6186 -0.6475 1.5011
H -0.9870 0.2919 2.9650
H 0.6742 0.8299 0.6118
H 2.5084 2.5268 0.5063
H 2.6949 2.2315 2.2090
H 1.5036 4.1399 2.2679
H 0.2257 2.9875 2.4844
H 0.1041 5.0532 0.6827
H 1.0406 3.9484 -0.2661
H -0.6868 2.4232 -0.6313
H -1.4749 3.9754 -0.6934
H -1.4149 2.1293 1.6671
H -1.9243 3.8960 2.9454
H -2.5615 4.8794 1.5582
H -4.6766 4.0406 1.8861
H -4.1773 3.3186 3.4009
H -4.9009 1.4661 1.6483
H -3.3678 1.3780 2.4400
H -2.7738 1.2004 0.2741
H -3.5530 2.4998 -0.3125
C -2.8156 -0.0503 -2.4631
C -4.0043 0.8536 -2.6615
O -4.1914 1.7779 -1.8612
N -4.8323 0.6489 -3.6912
C -4.7472 -0.3812 -4.7145
H -2.2759 0.2762 -1.5823
H -3.1228 -1.0867 -2.3181
H -2.1327 0.0049 -3.3103
H -5.5964 1.3058 -3.7402
H -4.6603 0.0795 -5.6977
H -5.6454 -0.9977 -4.6959
H -3.8834 -1.0147 -4.5494
C 1.8565 -1.6170 -0.2655
C 0.7535 -1.5259 -1.2973
O 0.0508 -0.5252 -1.4090
N 0.5667 -2.5913 -2.1041
C 1.3022 -3.8435 -2.1268
H 1.8849 -0.6898 0.2984
H 1.6744 -2.4431 0.4224
H 2.8274 -1.7640 -0.7408
H -0.1766 -2.4673 -2.7733
H 1.7554 -3.9886 -3.1088
H 0.6296 -4.6789 -1.9315
H 2.0843 -3.8462 -1.3756
C 1.6043 -4.3611 6.7130
C 1.1536 -4.1916 5.2820
O 0.2859 -4.8918 4.7851
N 1.7495 -3.2130 4.5512
C 2.7814 -2.2643 4.9445
H 1.0370 -5.1728 7.1560
H 2.6657 -4.6058 6.7573
H 1.4254 -3.4502 7.2850
H 1.4060 -3.1659 3.6063
H 2.3937 -1.2563 4.8218
H 3.6543 -2.3905 4.3013
H 3.0829 -2.4140 5.9756
C 3.0887 -0.3184 -6.3513
C 2.5050 -0.8402 -5.0605
O 1.3029 -0.9779 -4.9002
N 3.3740 -1.1592 -4.0645
C 4.8235 -1.0672 -4.0672
H 2.2736 -0.1134 -7.0370
H 3.6462 0.6028 -6.1797
H 3.7518 -1.0570 -6.8024
H 2.9181 -1.4988 -3.2331
H 5.2654 -2.0500 -3.8972
H 5.1610 -0.3946 -3.2772
H 5.1806 -0.6887 -5.0179

Mulliken population analysis, charges in e, atoms 1 to 6:
1. C -0.681
2. C 0.869
3. O -0.696
4. N -0.069
5. C -1.133
6. C -0.484

4.
A gas-phase ion, CN5O2 (charge -1), computed with wB97M-V/def2-TZVPD.

## Properties
Energy above the lowest of the compared OMol25 structures with the same formula, charge and spin ... 0.683 eV
LUMO ... 4.27 eV
Electronic energy ... -462.4101 a.u.
Highest occupied orbital energy ... -6.3 eV
Maximum force ... 2.62 eV/Å
Total charge ... -1
Kohn-Sham gap ... 10.536 eV

Positions of all 8 atoms, in Å:
O 2.2799 0.1023 -1.0275
C 1.6825 0.0103 0.0148
O 1.8559 -0.1251 1.1875
N -0.0648 0.0327 -0.2411
N -0.6425 0.0298 0.9631
N -1.9259 -0.0281 0.7928
N -2.1550 -0.0105 -0.5356
N -1.0300 -0.0114 -1.1539

natural (NBO) population analysis, charges in e, atoms 1 to 6:
1. O -0.669
2. C 0.949
3. O -0.632
4. N -0.167
5. N -0.077
6. N -0.157